Entry from OMol25: a molecular structure, C51H66BBrF4HgN3P3 (ωB97M-V with the def2-TZVPD basis set).

Results
- frontier orbital gap (spin up / spin down) (eV) = 4.495 / 7.263
- net charge = -1
- multiplicity = 2
- ΔE to the lowest compared entry with this formula, charge and spin (kcal/mol) = 0.0
- E_tot (eV) = -172060.584
- M (g mol⁻¹) = 1181.330
- HOMO level (spin up / spin down) (eV) = -2.1262 / -4.8988

Each line ends with the Löwdin charge.
CARTESIAN COORDINATES (ANGSTROEM)
Hg (-0.3788, 0.0216, -0.0645)  0.8527
C (0.4482, -3.4033, 5.0171)  -0.0979
C (0.9023, -2.6432, 3.7730)  -0.7000
C (1.4187, -3.6668, 2.7543)  -0.1106
C (2.0558, -1.7010, 4.1313)  -0.1082
P (-0.3851, -1.5991, 2.8655)  1.1286
C (-1.4214, -2.9230, 2.0762)  -0.3142
N (-1.1602, -3.0971, 0.6571)  -0.0260
B (-0.6857, -2.1454, -0.3307)  -0.6032
N (-0.9675, -2.7848, -1.6024)  -0.0321
C (-0.9792, -2.2226, -2.9389)  -0.3135
P (0.3465, -0.9668, -3.2661)  1.1214
C (-0.4758, -0.0206, -4.6803)  -0.7039
C (-1.4542, 0.9342, -3.9817)  -0.1131
C (0.5827, 0.8282, -5.3887)  -0.1032
C (-1.2556, -0.8292, -5.7196)  -0.0916
C (1.7293, -2.0549, -3.9517)  -0.6990
C (1.5109, -2.6826, -5.3274)  -0.0982
C (1.9234, -3.1918, -2.9403)  -0.1311
C (3.0069, -1.2087, -3.9633)  -0.1061
C (-1.5599, -4.0177, -1.3785)  -0.1789
C (-2.0380, -4.9695, -2.2629)  -0.0238
C (-2.6254, -6.1221, -1.7458)  -0.1173
C (-2.7471, -6.3078, -0.3772)  -0.1178
C (-2.2836, -5.3467, 0.5186)  -0.0234
C (-1.6800, -4.2091, 0.0116)  -0.1778
C (-1.6081, -0.8842, 4.1102)  -0.6982
C (-2.4771, -1.8478, 4.9228)  -0.0911
C (-0.8248, 0.0184, 5.0652)  -0.1002
C (-2.5253, 0.0098, 3.2646)  -0.1118
H (1.2374, -4.0965, 5.3221)  0.0828
H (-0.4514, -3.9918, 4.8341)  0.0711
H (0.2586, -2.7339, 5.8563)  0.0634
H (2.3663, -4.0803, 3.1066)  0.0877
H (1.5927, -3.2119, 1.7838)  0.0260
H (0.7249, -4.4957, 2.6193)  0.0740
H (2.8790, -2.2748, 4.5658)  0.0842
H (1.7538, -0.9424, 4.8538)  0.0602
H (2.4298, -1.1918, 3.2425)  0.0633
H (-2.4775, -2.6587, 2.2047)  0.0877
H (-1.2702, -3.8691, 2.6027)  0.0730
H (-1.9425, -1.7288, -3.1086)  0.0894
H (-0.9004, -3.0279, -3.6732)  0.0727
H (-0.9301, 1.6222, -3.3179)  0.0638
H (-2.1991, 0.4071, -3.3836)  0.0671
H (-1.9877, 1.5247, -4.7314)  0.0864
H (1.2092, 1.3576, -4.6707)  0.0560
H (0.0893, 1.5738, -6.0174)  0.0853
H (1.2306, 0.2313, -6.0287)  0.0636
H (-2.0984, -1.3571, -5.2761)  0.0733
H (-0.6336, -1.5524, -6.2418)  0.0551
H (-1.6639, -0.1432, -6.4678)  0.0825
H (0.5924, -3.2700, -5.3677)  0.0704
H (2.3407, -3.3621, -5.5415)  0.0835
H (1.4829, -1.9409, -6.1240)  0.0605
H (1.0914, -3.8954, -2.9454)  0.0737
H (2.0381, -2.8099, -1.9277)  -0.0437
H (2.8306, -3.7426, -3.1985)  0.0906
H (2.9425, -0.3768, -4.6646)  0.0615
H (3.8560, -1.8303, -4.2585)  0.0867
H (3.2146, -0.8068, -2.9717)  0.0483
H (-1.9720, -4.8261, -3.3330)  0.0985
H (-3.0019, -6.8754, -2.4252)  0.0907
H (-3.2182, -7.2045, 0.0033)  0.0904
H (-2.4017, -5.4911, 1.5844)  0.0995
H (-1.8999, -2.4110, 5.6515)  0.0549
H (-3.0196, -2.5550, 4.2961)  0.0705
H (-3.2244, -1.2687, 5.4733)  0.0813
H (-0.2626, -0.5594, 5.7994)  0.0667
H (-1.5169, 0.6659, 5.6096)  0.0893
H (-0.1303, 0.6610, 4.5226)  0.0466
H (-3.0868, -0.5513, 2.5171)  0.0628
H (-1.9567, 0.7792, 2.7404)  0.0541
H (-3.2489, 0.5076, 3.9161)  0.0862
F (7.6407, 0.8874, -0.7661)  0.0583
C (6.4203, 0.8618, -0.1740)  -0.1687
C (5.9350, 1.9919, 0.5052)  -0.1697
F (6.8040, 2.9796, 0.8240)  0.0757
C (4.6359, 2.0558, 0.9073)  -0.2380
F (4.2888, 3.1260, 1.6725)  0.0435
C (3.6729, 1.0209, 0.6758)  -0.3731
P (1.9180, 1.3921, 0.6035)  1.0023
C (1.4888, 2.0654, 2.2567)  -0.3619
C (0.2434, 2.6679, 2.4104)  -0.1253
C (-0.1419, 3.1985, 3.6296)  -0.0954
C (0.7082, 3.1130, 4.7242)  -0.1124
C (1.9336, 2.4768, 4.5911)  -0.0925
C (2.3191, 1.9499, 3.3669)  -0.1001
C (1.8535, 2.8926, -0.4606)  -0.3566
C (2.1515, 4.1836, -0.0267)  -0.1092
C (2.2343, 5.2321, -0.9302)  -0.0907
C (2.0171, 5.0116, -2.2816)  -0.0955
C (1.7250, 3.7281, -2.7273)  -0.0912
C (1.6524, 2.6796, -1.8266)  -0.1190
C (4.2336, -0.1308, 0.0265)  -0.6098
Br (3.1937, -1.6999, -0.1559)  0.8635
C (5.5395, -0.1970, -0.3797)  -0.3031
F (6.0254, -1.3050, -0.9830)  0.0327
H (-0.4428, 2.7274, 1.5749)  0.0680
H (-1.1146, 3.6662, 3.7184)  0.1042
H (0.4105, 3.5240, 5.6809)  0.0981
H (2.5968, 2.3912, 5.4434)  0.1013
H (3.2747, 1.4552, 3.2655)  0.0997
H (2.3140, 4.3709, 1.0263)  0.1037
H (2.4659, 6.2278, -0.5730)  0.1018
H (2.0786, 5.8309, -2.9859)  0.0946
H (1.5517, 3.5511, -3.7810)  0.0892
H (1.4324, 1.6746, -2.1760)  0.0549
C (-1.2483, 5.4379, 0.7679)  -0.1119
N (-2.1733, 4.3237, 0.7009)  -0.2564
C (-3.5255, 4.8038, 0.8906)  -0.1129
C (-1.9839, 3.5961, -0.5597)  -0.1854
C (-2.8431, 2.3585, -0.6666)  -0.2655
C (-4.1404, 2.5419, -1.1501)  -0.0928
C (-5.0562, 1.5063, -1.2015)  -0.1082
C (-4.6658, 0.2534, -0.7638)  -0.1107
C (-3.3596, 0.0569, -0.3373)  -0.1848
C (-2.3979, 1.0799, -0.2848)  -0.1822
H (-1.3354, 5.9334, 1.7361)  0.0813
H (-1.4410, 6.1872, -0.0209)  0.0874
H (-0.2262, 5.0831, 0.6520)  0.0562
H (-3.5792, 5.3523, 1.8335)  0.0793
H (-4.2264, 3.9733, 0.9390)  0.0758
H (-3.8455, 5.4857, 0.0798)  0.0862
H (-0.9262, 3.3266, -0.6296)  0.0915
H (-2.2124, 4.2672, -1.4104)  0.1229
H (-4.4360, 3.5270, -1.4964)  0.1013
H (-6.0585, 1.6779, -1.5763)  0.0924
H (-5.3602, -0.5788, -0.7856)  0.0939
H (-3.0771, -0.9577, -0.0700)  0.0608